A structure of composition C12H46BN2O12Y in a non-equilibrium geometry, computed with ωB97M-V/def2-TZVPD.

The calculation puts the frontier orbital gap at 0.179 Ha. Its LUMO energy is 1.75 eV. Its net charge is -1. The spin multiplicity is 2. The calculation puts the HOMO energy at -0.11506 Ha.

Cartesian coordinates (Å):
Y 16.696 -29.876 0.258
B 14.538 -30.548 1.052
H 15.104 -31.425 0.778
H 14.425 -29.854 0.234
H 13.569 -30.794 1.459
H 15.121 -30.102 1.844
O 17.435 -28.536 2.095
C 17.892 -29.253 3.217
C 18.326 -30.773 3.071
O 17.678 -31.539 2.018
H 17.180 -29.208 4.041
H 18.790 -28.719 3.527
H 18.329 -31.378 3.977
H 19.371 -30.843 2.769
O 17.035 -32.014 -0.823
C 16.885 -32.800 -2.014
C 16.625 -34.397 -1.876
O 17.176 -35.264 -0.842
H 17.842 -32.804 -2.535
H 16.166 -32.336 -2.688
H 16.785 -34.801 -2.876
H 15.553 -34.573 -1.787
C 12.814 -28.545 -4.339
C 12.426 -27.685 -3.094
C 11.069 -28.021 -2.423
O 10.877 -27.026 -1.380
C 9.898 -27.373 -0.445
N 13.534 -27.950 -2.130
H 13.817 -28.320 -4.703
H 12.113 -28.321 -5.143
H 12.626 -29.611 -4.214
H 12.291 -26.632 -3.344
H 11.084 -29.074 -2.145
H 10.324 -27.826 -3.194
H 9.538 -26.439 -0.013
H 10.231 -28.015 0.371
H 9.000 -27.819 -0.870
H 14.152 -27.228 -2.472
H 13.408 -27.588 -1.196
C 12.891 -28.328 4.770
C 12.431 -27.782 3.458
C 13.615 -27.490 2.474
O 13.166 -27.032 1.200
C 12.443 -25.834 1.319
N 11.595 -28.754 2.884
H 12.047 -28.876 5.189
H 13.192 -27.548 5.469
H 13.697 -29.059 4.704
H 11.929 -26.829 3.629
H 14.161 -28.427 2.368
H 14.147 -26.733 3.050
H 12.338 -25.509 0.284
H 13.075 -25.109 1.831
H 11.491 -25.929 1.840
H 11.626 -28.493 1.908
H 11.950 -29.696 2.804
O 12.980 -31.275 -1.607
H 13.179 -30.567 -0.996
H 12.344 -30.897 -2.215
O 15.691 -27.573 -0.132
H 14.957 -27.297 0.417
H 15.983 -26.771 -0.564
O 15.050 -32.176 3.806
H 14.468 -32.429 3.089
H 15.838 -31.851 3.372
O 13.274 -32.886 2.109
H 13.217 -32.073 1.606
H 12.519 -32.859 2.696
O 15.589 -29.645 -1.854
H 15.409 -30.476 -2.294
H 14.895 -29.059 -2.155
O 15.779 -34.251 1.773
H 15.722 -34.935 2.441
H 14.935 -34.285 1.322

Results of the Mulliken charge analysis, in e, for atoms 1 through 8: atom 1 (Y): 1.13, atom 2 (B): 4.02, atom 3 (H): 0.02, atom 4 (H): -1.28, atom 5 (H): -0.96, atom 6 (H): -0.52, atom 7 (O): -0.75, atom 8 (C): -0.36


A cluster of 11 separate species, C12H46F6NO9P in total in a non-equilibrium geometry, computed with ωB97M-V/def2-TZVPD.

The calculation puts the frontier orbital gap at 0.270 Ha. Its LUMO energy is -1.37 eV. The spin multiplicity is 1. The calculation puts the HOMO energy at -0.32015 Ha.

Cartesian coordinates (Å):
N -1.555 -3.798 -4.527
H -2.090 -4.105 -5.326
H -2.123 -3.743 -3.693
H -1.198 -2.869 -4.700
H -0.842 -4.503 -4.407
P 0.181 -1.169 -1.151
F 0.631 0.083 -0.249
F 1.641 -1.767 -0.797
F -0.358 -2.034 0.070
F -0.183 -2.414 -2.127
F -1.365 -0.573 -1.317
F 0.646 -0.302 -2.443
C -1.942 -1.516 4.111
C -1.003 -0.660 3.211
C -1.627 0.377 2.283
O -0.003 0.064 3.954
H -2.476 -2.301 3.575
H -2.635 -0.943 4.727
H -1.299 -2.092 4.775
H -0.544 -1.416 2.574
H -0.889 0.644 1.527
H -1.989 1.268 2.796
H -2.397 -0.110 1.686
H 0.671 0.358 3.338
C -4.196 1.343 -1.664
C -4.243 1.287 -0.107
C -5.149 2.426 0.330
O -4.862 0.073 0.364
H -3.390 2.048 -1.869
H -5.074 1.636 -2.240
H -3.825 0.374 -1.998
H -3.267 1.467 0.343
H -4.827 3.414 0.001
H -5.138 2.430 1.420
H -6.142 2.265 -0.091
H -4.388 -0.721 0.105
C 5.362 -1.321 0.201
C 4.652 -0.178 -0.456
C 4.277 -0.432 -1.929
O 3.495 0.058 0.240
H 6.393 -1.455 -0.127
H 4.927 -2.257 -0.148
H 5.257 -1.291 1.286
H 5.280 0.714 -0.452
H 3.580 -1.262 -2.046
H 5.146 -0.850 -2.438
H 3.858 0.453 -2.407
H 2.788 -0.533 -0.028
C 1.642 3.113 3.466
C 1.990 2.451 2.110
C 3.394 2.812 1.715
O 1.987 1.033 2.257
H 2.387 2.814 4.203
H 0.680 2.874 3.919
H 1.640 4.201 3.397
H 1.316 2.800 1.328
H 3.864 2.469 0.793
H 4.065 2.470 2.502
H 3.410 3.900 1.657
H 2.399 0.698 1.458
O 0.010 -4.485 0.873
H 0.238 -4.390 1.798
H 0.063 -3.597 0.520
O 1.796 2.468 -1.777
H 1.852 1.566 -2.093
H 2.122 2.998 -2.504
O -0.948 2.445 -1.504
H -0.084 2.848 -1.591
H -0.767 1.551 -1.212
O -0.670 -1.310 -4.969
H -0.970 -0.589 -5.522
H -0.495 -0.904 -4.120
O -3.273 -2.207 -0.365
H -2.665 -1.706 -0.908
H -2.748 -2.488 0.385

Results of the Mulliken charge analysis, in e, for atoms 1 through 8: atom 1 (N): -0.29, atom 2 (H): 0.42, atom 3 (H): 0.34, atom 4 (H): 0.19, atom 5 (H): 0.38, atom 6 (P): 1.63, atom 7 (F): -0.01, atom 8 (F): -0.53


A cluster of 11 separate species, C12H46N14O11 in total in a non-equilibrium geometry, computed with ωB97M-V/def2-TZVPD.

The calculation puts the frontier orbital gap at 0.339 Ha. Its LUMO energy is 0.17 eV. The spin multiplicity is 1. As for the energy relative to the best compared isomer or geometry (same formula, charge and spin): 8.2776 eV. The SMILES is NC(N)=O.NC(N)=O.NC(N)=O.NC(N)=O.NC(N)=O.NC(N)=O.NC(N)=O.CCO.CO.CO.CO. The calculation puts the HOMO energy at -0.33266 Ha.

Cartesian coordinates (Å):
C -27.894 12.924 -11.910
C -26.424 13.264 -12.062
O -26.175 14.449 -12.810
H -28.428 13.712 -11.423
H -27.999 12.013 -11.314
H -28.295 12.705 -12.906
H -25.912 12.499 -12.603
H -25.996 13.341 -11.064
H -25.232 14.457 -12.831
C -25.520 17.338 -10.770
O -26.203 18.150 -11.712
N -25.547 16.058 -10.719
N -24.815 17.773 -9.754
H -26.142 15.630 -11.404
H -24.615 15.652 -10.722
H -24.830 18.764 -9.665
H -24.173 17.243 -9.131
C -23.400 13.951 -11.626
O -23.656 12.784 -11.045
N -23.140 14.948 -10.846
N -23.394 14.215 -12.878
H -23.284 14.800 -9.749
H -22.424 15.653 -11.055
H -23.634 13.459 -13.561
H -23.314 15.212 -13.157
C -27.760 16.221 -3.374
O -28.011 17.369 -4.105
N -27.632 15.058 -3.910
N -27.586 16.263 -2.142
H -27.762 15.059 -4.936
H -27.722 14.184 -3.329
H -27.613 17.106 -1.596
H -27.328 15.481 -1.585
C -28.075 10.982 -9.134
O -27.365 12.111 -8.895
N -29.268 10.918 -8.623
N -27.675 9.879 -9.680
H -29.535 11.733 -8.071
H -29.944 10.264 -8.925
H -26.700 9.894 -10.016
H -28.118 8.975 -9.471
C -22.925 15.619 -7.697
O -21.584 15.675 -7.336
N -23.609 14.555 -8.109
N -23.694 16.696 -7.572
H -23.058 13.662 -8.231
H -24.690 14.576 -8.253
H -23.169 17.498 -7.143
H -24.707 16.652 -7.428
C -25.844 19.267 -6.399
O -25.385 19.854 -7.541
N -25.074 18.836 -5.472
N -27.089 18.930 -6.252
H -24.082 19.054 -5.557
H -25.301 18.485 -4.593
H -27.739 19.252 -6.943
H -27.457 18.497 -5.378
C -26.811 15.373 -7.695
O -27.460 14.848 -6.615
N -26.472 16.616 -7.741
N -26.224 14.665 -8.636
H -26.756 17.290 -6.969
H -26.131 16.950 -8.609
H -26.494 13.637 -8.711
H -26.073 15.143 -9.608
C -24.672 15.450 -4.928
O -24.922 14.648 -3.786
H -24.664 14.790 -5.829
H -23.772 16.003 -4.873
H -25.384 16.242 -4.982
H -25.841 14.675 -3.633
C -29.935 12.390 -5.536
O -29.695 12.976 -6.808
H -30.987 12.040 -5.543
H -29.856 13.041 -4.687
H -29.302 11.501 -5.412
H -29.005 13.651 -6.737
C -25.980 12.065 -5.951
O -25.105 11.396 -5.068
H -26.870 11.451 -6.146
H -25.569 12.306 -6.898
H -26.395 12.934 -5.468
H -24.403 11.998 -4.904

Results of the Mulliken charge analysis, in e, for atoms 1 through 8: atom 1 (C): -1.19, atom 2 (C): 0.48, atom 3 (O): -0.73, atom 4 (H): 0.31, atom 5 (H): 0.04, atom 6 (H): 0.44, atom 7 (H): 0.47, atom 8 (H): -0.25


A cluster of 12 separate species, C12H48N12O12 in total in a non-equilibrium geometry, computed with ωB97M-V/def2-TZVPD.

The calculation puts the frontier orbital gap at 0.326 Ha. Its LUMO energy is 0.04 eV. The spin multiplicity is 1. As for the energy relative to the best compared isomer or geometry (same formula, charge and spin): 0.0000 eV. The SMILES is NC(N)=O.NC(N)=O.NC(N)=O.NC(N)=O.NC(N)=O.NC(N)=O.CO.CO.CO.CO.CO.CO. The calculation puts the HOMO energy at -0.32388 Ha.

Cartesian coordinates (Å):
C 8.552 -1.078 10.838
O 9.574 -0.093 10.687
H 8.226 -1.467 9.870
H 8.957 -1.859 11.471
H 7.651 -0.657 11.292
H 9.312 0.582 10.057
C 13.622 -8.095 13.793
O 13.854 -9.365 14.398
H 13.116 -7.458 14.522
H 14.564 -7.654 13.481
H 12.973 -8.256 12.926
H 13.032 -9.851 14.475
C 11.908 0.915 13.175
O 11.178 -0.281 12.912
H 12.038 1.520 12.273
H 11.381 1.525 13.913
H 12.912 0.679 13.533
H 10.670 -0.104 12.102
C 15.191 -7.109 17.016
O 14.312 -6.088 17.542
H 14.946 -8.096 17.408
H 15.022 -7.094 15.941
H 16.249 -6.884 17.157
H 14.552 -6.057 18.475
C 16.613 -3.887 15.761
O 16.619 -4.727 14.630
H 17.275 -3.022 15.612
H 15.633 -3.403 15.898
H 16.862 -4.393 16.689
H 16.396 -4.184 13.866
C 7.951 -2.434 13.587
O 6.643 -3.011 13.654
H 8.670 -3.112 13.110
H 7.929 -1.473 13.079
H 8.291 -2.315 14.615
H 6.582 -3.391 14.542
C 14.560 -4.959 11.613
O 14.380 -4.234 12.607
N 15.725 -4.954 10.917
N 13.584 -5.757 11.101
H 16.442 -4.262 11.133
H 15.918 -5.791 10.397
H 13.839 -6.391 10.366
H 12.729 -5.887 11.610
C 7.486 -5.524 15.630
O 6.997 -4.518 16.117
N 6.679 -6.509 15.101
N 8.818 -5.827 15.539
H 5.691 -6.363 15.182
H 7.056 -7.332 14.673
H 9.004 -6.581 14.901
H 9.554 -5.170 15.777
C 17.060 -1.957 12.524
O 17.460 -3.065 12.166
N 17.920 -0.907 12.729
N 15.752 -1.662 12.680
H 18.899 -1.089 12.827
H 17.541 0.021 12.710
H 15.102 -2.433 12.589
H 15.377 -0.779 12.974
C 9.633 -0.379 16.681
O 9.199 0.768 16.693
N 9.284 -1.335 17.589
N 10.469 -0.832 15.697
H 8.562 -1.132 18.251
H 9.664 -2.255 17.453
H 10.545 -0.332 14.828
H 10.815 -1.776 15.796
C 11.874 -3.985 14.898
O 10.953 -3.820 15.699
N 12.922 -4.831 15.108
N 11.990 -3.328 13.707
H 13.137 -5.106 16.052
H 13.662 -4.840 14.423
H 12.735 -3.661 13.097
H 11.278 -2.682 13.414
C 11.575 -8.076 19.209
O 10.675 -8.871 19.418
N 11.732 -7.461 17.991
N 12.454 -7.693 20.179
H 12.597 -6.963 17.796
H 11.035 -7.635 17.294
H 12.350 -8.205 21.038
H 13.184 -7.013 20.133

Results of the Mulliken charge analysis, in e, for atoms 1 through 8: atom 1 (C): -0.40, atom 2 (O): -0.57, atom 3 (H): 0.35, atom 4 (H): 0.08, atom 5 (H): 0.30, atom 6 (H): 0.27, atom 7 (C): -0.39, atom 8 (O): -0.56


A cluster of 12 separate species, C12H48O12 in total in a non-equilibrium geometry, computed with ωB97M-V/def2-TZVPD.

The calculation puts the frontier orbital gap (alpha / beta) at 0.061 / 0.347 Ha. Its LUMO energy (alpha / beta) is 2.05 / 2.05 eV. Its net charge is -1. The spin multiplicity is 2. As for the energy relative to the best compared isomer or geometry (same formula, charge and spin): 4.5534 eV. The calculation puts the HOMO energy (alpha / beta) at 0.01479 / -0.27156 Ha.

Cartesian coordinates (Å):
C -4.399 1.235 -2.083
O -5.459 0.351 -2.152
H -3.514 0.845 -1.580
H -4.039 1.514 -3.074
H -4.697 2.142 -1.557
H -5.174 -0.428 -2.635
C 2.192 -2.172 -3.536
O 2.964 -2.210 -2.377
H 1.976 -3.189 -3.862
H 1.216 -1.779 -3.250
H 2.572 -1.596 -4.379
H 2.761 -2.960 -1.813
C 1.118 -4.626 0.298
O 2.217 -4.445 -0.578
H 0.238 -4.881 -0.293
H 1.294 -5.424 1.019
H 0.983 -3.735 0.910
H 2.731 -5.248 -0.694
C -1.418 3.409 0.223
O -2.599 4.125 0.182
H -1.215 3.200 1.274
H -1.564 2.455 -0.282
H -0.535 3.829 -0.260
H -2.779 4.429 1.074
C 1.566 3.077 3.031
O 2.013 2.299 1.893
H 1.636 2.430 3.905
H 2.193 3.949 3.216
H 0.542 3.449 2.997
H 2.150 2.956 1.206
C -2.248 -2.685 -0.089
O -3.148 -3.662 0.448
H -2.744 -1.721 -0.201
H -1.469 -2.540 0.660
H -1.803 -2.959 -1.045
H -3.757 -3.171 1.005
C 3.658 -0.543 2.428
O 2.688 0.006 3.252
H 3.959 -1.535 2.764
H 3.227 -0.750 1.448
H 4.517 0.124 2.357
H 2.378 0.799 2.809
C -3.669 0.697 1.593
O -2.330 0.319 1.634
H -4.023 0.491 2.603
H -3.819 1.757 1.389
H -4.263 0.141 0.869
H -1.830 0.740 2.336
C 0.672 -0.310 -0.097
O -0.587 0.149 -0.588
H 0.607 -0.800 0.875
H 0.956 -1.027 -0.867
H 1.408 0.472 0.091
H -1.134 0.415 0.154
C -0.610 -0.116 4.329
O -0.963 1.232 4.044
H -0.493 -0.571 3.345
H 0.367 -0.178 4.809
H -1.385 -0.653 4.877
H -1.144 1.720 4.850
C 4.655 0.359 -3.610
O 3.676 0.539 -2.654
H 5.310 -0.496 -3.442
H 4.260 0.311 -4.625
H 5.289 1.244 -3.649
H 3.302 -0.336 -2.528
C -0.733 1.891 -3.240
O -0.580 0.496 -3.177
H -0.019 2.521 -2.709
H -0.794 2.260 -4.264
H -1.691 2.090 -2.760
H -0.660 0.274 -2.246

Results of the Mulliken charge analysis, in e, for atoms 1 through 8: atom 1 (C): -0.39, atom 2 (O): -0.53, atom 3 (H): -0.06, atom 4 (H): 0.36, atom 5 (H): 0.30, atom 6 (H): 0.31, atom 7 (C): -0.59, atom 8 (O): -0.57


A cluster of 12 separate species, C12H48O12 in total in a non-equilibrium geometry, computed with ωB97M-V/def2-TZVPD.

The calculation puts the frontier orbital gap at 0.376 Ha. Its LUMO energy is 0.26 eV. The spin multiplicity is 1. As for the energy relative to the best compared isomer or geometry (same formula, charge and spin): 1.2557 eV. The SMILES is CCO.CCO.CCO.CCO.CCO.CCO.O.O.O.O.O.O. The calculation puts the HOMO energy at -0.36655 Ha.

Cartesian coordinates (Å):
C 0.479 1.769 3.480
C 0.509 1.019 2.167
O 0.958 -0.363 2.358
H 0.076 1.087 4.254
H 0.038 2.791 3.445
H 1.491 1.780 3.812
H 1.348 1.392 1.524
H -0.413 0.997 1.677
H 1.001 -0.702 1.401
C -0.068 1.831 -4.250
C 0.028 3.336 -4.407
O 0.742 3.951 -3.306
H -0.593 1.494 -5.168
H -0.708 1.630 -3.387
H 0.914 1.439 -4.043
H -0.999 3.750 -4.502
H 0.596 3.713 -5.245
H 0.118 4.155 -2.576
C 0.435 -5.079 2.465
C 0.031 -3.672 1.901
O 0.500 -3.558 0.548
H 0.021 -5.160 3.488
H 1.538 -5.086 2.587
H 0.196 -5.926 1.873
H 0.442 -2.862 2.473
H -1.072 -3.521 1.923
H 1.307 -3.078 0.658
C -3.014 -0.671 4.583
C -2.744 -0.775 3.106
O -3.644 -1.691 2.487
H -2.851 -1.564 5.253
H -4.017 -0.287 4.676
H -2.394 0.134 4.935
H -1.691 -1.007 2.931
H -2.899 0.187 2.560
H -3.451 -2.616 2.661
C 0.643 5.054 1.480
C 0.649 5.008 -0.001
O -0.533 4.377 -0.464
H -0.243 5.413 1.855
H 1.448 5.540 1.893
H 0.759 4.016 1.977
H 1.518 4.452 -0.355
H 0.649 6.009 -0.414
H -0.453 3.413 -0.424
C -2.554 0.694 -1.104
C -2.491 -0.784 -1.585
O -1.208 -1.062 -2.281
H -2.577 1.347 -1.914
H -1.819 1.034 -0.392
H -3.499 0.797 -0.579
H -3.222 -1.100 -2.285
H -2.522 -1.325 -0.647
H -1.257 -2.020 -2.515
O 4.253 -2.069 -2.618
H 4.498 -1.159 -2.427
H 3.339 -2.105 -2.830
O 0.596 -4.059 -2.224
H 0.639 -4.888 -2.680
H 0.532 -4.208 -1.297
O 1.604 -1.845 -3.556
H 1.002 -1.131 -3.685
H 1.076 -2.495 -3.125
O 3.412 -2.880 -0.100
H 3.881 -2.736 -0.914
H 3.883 -2.315 0.532
O 1.121 -0.766 -0.502
H 0.344 -1.236 -0.869
H 1.792 -1.308 -0.926
O 0.536 2.018 -1.064
H 0.737 1.157 -0.706
H 1.255 2.320 -1.596

Results of the Mulliken charge analysis, in e, for atoms 1 through 8: atom 1 (C): -1.60, atom 2 (C): 0.56, atom 3 (O): -0.66, atom 4 (H): 0.39, atom 5 (H): 0.34, atom 6 (H): 0.39, atom 7 (H): 0.40, atom 8 (H): -0.14


| no. | E (Ha) |
| --- | --- |
| 1 | -1560.19878 |
| 2 | -2157.45393 |
| 3 | -2079.00164 |
| 4 | -2046.14128 |
| 5 | -1388.62647 |
| 6 | -1388.80305 |